w) This record from the OMol25 dataset describes a single C4H9NOS molecule. The level of theory is the ωB97M-V functional and the def2-TZVPD basis.

Summary:
Gap between HOMO and LUMO ... 0.3694 hartree
M ... 119.2 g mol⁻¹
Highest occupied orbital energy ... -9.388 eV
Net charge ... 0
LUMO ... 0.663 eV

Last column: Mulliken charge in e.
Element x y z (Å)
O1 0.245 -2.295 0.696  -0.609
C1 0.043 -1.200 1.158  0.685
N1 -0.052 -0.043 0.467  -0.233
C2 -0.278 -0.035 -0.980  -0.507
C3 0.339 1.169 -1.629  -0.658
S1 0.418 0.905 -3.473  -0.228
C4 0.007 -0.971 2.691  -1.057
H1 -0.215 0.816 0.960  0.243
H2 -1.367 -0.059 -1.111  0.255
H3 0.125 -0.975 -1.351  0.389
H4 -0.240 2.091 -1.650  0.339
H5 1.290 1.421 -1.163  0.375
H6 -0.400 1.906 -3.830  0.131
H7 -0.983 -0.994 3.140  0.250
H8 0.477 -0.005 2.883  0.306
H9 0.592 -1.732 3.192  0.318

=====

x) This record from the OMol25 dataset describes a molecular structure, C4H9NOS. The level of theory is the ωB97M-V functional and the def2-TZVPD basis.

Summary:
Gap between HOMO and LUMO ... 0.3122 hartree
M ... 119.2 g mol⁻¹
Highest occupied orbital energy ... -8.046 eV
Net charge ... 0
LUMO ... 0.451 eV

Last column: Mulliken charge in e.
Element x y z (Å)
C1 -0.001 1.367 1.126  -0.897
C2 -0.860 0.205 1.505  -0.391
C3 -0.503 -0.343 0.125  0.447
C4 0.491 -1.392 -0.160  -1.112
N1 -0.328 0.532 -2.288  -0.617
O1 -2.393 0.984 -0.643  -0.584
S1 -1.610 -0.086 -1.222  0.517
H1 -0.521 2.129 0.592  0.230
H2 0.780 1.631 1.691  0.426
H3 -0.480 -0.362 2.376  0.329
H4 -1.939 0.352 1.498  0.293
H5 1.550 -1.211 0.133  0.284
H6 0.444 -1.544 -1.289  0.295
H7 0.013 -2.339 0.294  0.248
H8 -0.275 0.302 -3.289  0.240
H9 -0.725 1.471 -2.326  0.291

=====

Going by the computed energies, the most stable comes first: w), x).

=====

w) This record from the OMol25 dataset describes 2 unconnected molecules or ions with the total composition C9H13NO2S. The level of theory is the ωB97M-V functional and the def2-TZVPD basis.

Summary:
Gap between HOMO and LUMO ... 0.2941 hartree
M ... 199.3 g mol⁻¹
Highest occupied orbital energy ... -8.491 eV
Net charge ... 0
LUMO ... -0.489 eV

Last column: Mulliken charge in e.
Element x y z (Å)
C1 -1.415 3.362 -0.508  -0.386
C2 -1.906 2.451 0.489  -0.489
C3 -0.246 3.139 -1.113  -0.582
C4 -1.249 1.322 0.804  -0.484
C5 0.604 1.962 -0.791  -0.047
C6 -0.011 0.949 0.142  0.320
C7 -0.493 -3.684 0.940  -1.272
C8 -0.273 -2.393 0.163  0.017
C9 0.246 -1.269 1.068  -0.828
N1 0.626 -0.148 0.264  -0.107
O1 3.743 0.594 -1.447  -0.418
O2 2.749 -1.375 -2.467  -0.397
S1 3.273 -0.755 -1.282  0.771
H1 -2.016 4.227 -0.747  0.368
H2 -2.838 2.695 0.980  0.376
H3 0.145 3.818 -1.857  0.383
H4 -1.652 0.645 1.542  0.251
H5 1.539 2.323 -0.345  0.278
H6 -1.216 -3.537 1.740  0.328
H7 -0.866 -4.461 0.280  0.369
H8 0.439 -4.027 1.383  0.319
H9 -1.209 -2.070 -0.297  0.242
H10 0.451 -2.562 -0.637  0.201
H11 -0.501 -1.049 1.844  0.226
H12 1.162 -1.612 1.566  0.314
H13 0.913 1.458 -1.712  0.248

=====

x) This record from the OMol25 dataset describes a single C9H13NO2S molecule. The level of theory is the ωB97M-V functional and the def2-TZVPD basis.

Summary:
Gap between HOMO and LUMO ... 0.3572 hartree
M ... 199.3 g mol⁻¹
Highest occupied orbital energy ... -8.989 eV
Net charge ... 0
LUMO ... 0.730 eV

Last column: Mulliken charge in e.
Element x y z (Å)
C1 2.027 0.665 0.198  -0.295
C2 -0.481 -1.302 2.401  -1.012
C3 -0.539 -0.671 -0.123  -1.412
C4 0.338 -0.843 3.557  -0.601
C5 0.272 -0.899 1.164  0.231
C6 1.045 0.302 1.331  0.938
C7 -0.141 0.686 -0.533  1.688
C8 -0.978 1.474 -1.564  -1.839
C9 1.969 1.256 -2.060  -1.069
N1 1.296 0.699 -0.905  -0.033
O1 3.207 0.817 0.178  -0.645
O2 -0.195 1.365 0.665  -0.659
S1 1.337 0.663 2.986  -0.213
H1 -0.580 -2.347 2.510  0.403
H2 -1.570 -0.975 2.463  0.356
H3 -0.508 -1.556 -0.898  0.247
H4 -1.567 -0.746 0.188  0.485
H5 -0.366 -0.423 4.359  0.330
H6 1.074 -1.510 4.045  0.382
H7 1.014 -1.668 1.000  0.441
H8 -0.375 2.431 -1.669  0.321
H9 -2.004 1.623 -1.374  0.420
H10 -0.857 0.998 -2.473  0.450
H11 1.522 0.959 -2.948  0.371
H12 1.709 2.323 -2.090  0.377
H13 3.032 0.955 -2.013  0.340

=====

Going by the computed energies, the most stable comes first: w), x).

=====

w) This record from the OMol25 dataset describes a single C9H13NO2S molecule. The level of theory is the ωB97M-V functional and the def2-TZVPD basis.

Summary:
Gap between HOMO and LUMO ... 0.3613 hartree
M ... 199.3 g mol⁻¹
Highest occupied orbital energy ... -8.993 eV
Net charge ... 0
LUMO ... 0.838 eV

Last column: Mulliken charge in e.
Element x y z (Å)
C1 -3.136 0.868 1.096  -0.668
C2 -2.000 0.686 1.943  -0.659
C3 -3.057 0.458 -0.194  -0.665
C4 -0.782 0.291 1.446  -1.131
C5 -1.842 0.023 -0.740  0.044
C6 -0.733 0.002 0.040  0.238
C7 2.673 -0.671 1.143  -1.602
C8 1.560 -1.339 0.248  -0.890
C9 0.650 -0.412 -0.591  0.835
N1 0.493 -0.628 -2.161  -0.655
O1 0.346 1.928 -1.539  -0.491
O2 2.640 1.029 -1.678  -0.587
S1 1.588 1.238 -0.738  0.568
H1 -4.113 1.141 1.534  0.317
H2 -2.070 0.924 2.909  0.543
H3 -3.878 0.467 -0.767  0.539
H4 -0.021 0.181 2.038  0.580
H5 -1.691 -0.244 -1.779  0.517
H6 2.064 0.026 1.671  0.402
H7 3.042 -1.442 1.671  0.506
H8 3.246 -0.155 0.449  0.491
H9 1.161 -1.982 0.977  0.409
H10 2.281 -1.957 -0.271  0.315
H11 1.219 -0.133 -2.644  0.276
H12 -0.346 1.305 -1.805  0.492
H13 0.705 -1.606 -2.259  0.275

=====

x) This record from the OMol25 dataset describes a single C9H13NO2S molecule. The level of theory is the ωB97M-V functional and the def2-TZVPD basis.

Summary:
Gap between HOMO and LUMO ... 0.3470 hartree
M ... 199.3 g mol⁻¹
Highest occupied orbital energy ... -8.674 eV
Net charge ... 0
LUMO ... 0.768 eV

Last column: Mulliken charge in e.
Element x y z (Å)
C1 2.220 -1.097 -0.002  0.647
C2 -1.053 -1.181 0.030  0.176
C3 0.030 1.838 1.260  -0.793
C4 0.133 -0.886 0.840  0.193
C5 -0.558 1.733 -0.163  0.595
C6 0.546 0.826 0.403  0.420
C7 3.497 -1.703 -0.529  -1.078
C8 -0.245 2.745 -1.194  -1.339
C9 -3.367 -1.551 0.169  -0.724
N1 1.232 -1.722 0.520  -0.654
O1 -0.980 -1.406 -1.158  -0.591
O2 -2.170 -1.106 0.775  -0.273
S1 2.271 0.731 -0.078  -0.265
H1 0.655 2.645 1.603  0.320
H2 -0.635 1.253 2.062  0.165
H3 -0.060 -0.914 1.963  0.404
H4 -1.514 1.131 -0.280  0.040
H5 3.770 -1.315 -1.513  0.350
H6 3.148 -2.777 -0.667  0.305
H7 4.262 -1.584 0.254  0.283
H8 -1.118 2.779 -1.874  0.349
H9 0.765 2.571 -1.709  0.278
H10 -0.077 3.718 -0.729  0.330
H11 -3.077 -2.200 -0.641  0.363
H12 -3.683 -0.591 -0.312  0.277
H13 -3.994 -1.939 0.971  0.220

=====

Going by the computed energies, the most stable comes first: x), w).

=====

w) This record from the OMol25 dataset describes a single C4H2F4 molecule. The level of theory is the ωB97M-V functional and the def2-TZVPD basis.

Summary:
Gap between HOMO and LUMO ... 0.3952 hartree
M ... 126.1 g mol⁻¹
Highest occupied orbital energy ... -11.473 eV
Net charge ... 0
LUMO ... -0.720 eV

Last column: Mulliken charge in e.
Element x y z (Å)
C1 -0.121 0.409 -0.080  -0.049
C2 -0.555 1.633 -0.266  -0.508
C3 -0.075 -0.783 0.798  0.449
C4 0.731 -0.703 -0.472  0.627
F1 -1.119 -1.626 0.842  -0.230
F2 0.496 -0.748 2.014  -0.248
F3 2.028 -0.729 -0.649  -0.220
F4 0.097 -1.763 -1.512  -0.343
H1 -0.266 2.217 -1.127  0.266
H2 -1.216 2.092 0.452  0.257

=====

x) This record from the OMol25 dataset describes 2 unconnected molecules or ions with the total composition C4H2F4. The level of theory is the ωB97M-V functional and the def2-TZVPD basis.

Summary:
Gap between HOMO and LUMO ... 0.3885 hartree
M ... 126.1 g mol⁻¹
Highest occupied orbital energy ... -9.916 eV
Net charge ... 0
LUMO ... 0.656 eV

Last column: Mulliken charge in e.
Element x y z (Å)
C1 2.395 -0.078 0.003  -0.340
C2 2.625 0.797 -0.782  0.240
C3 -1.793 -0.910 0.628  -0.156
C4 -1.650 0.179 -0.147  0.349
F1 2.551 1.857 -1.500  -0.201
F2 -2.989 -1.100 1.279  -0.232
F3 -2.482 1.154 -0.420  -0.208
F4 -0.427 0.538 -0.527  -0.150
H1 2.843 -0.848 0.567  0.318
H2 -1.073 -1.589 0.900  0.380

=====

y) This record from the OMol25 dataset describes 2 unconnected molecules or ions with the total composition C4H2F4. The level of theory is the ωB97M-V functional and the def2-TZVPD basis.

Summary:
Gap between HOMO and LUMO (alpha / beta) ... 0.3018 / 0.3018 hartree
M ... 126.1 g mol⁻¹
Highest occupied orbital energy (alpha / beta) ... -9.868 / -9.868 eV
Net charge ... 0
LUMO (alpha / beta) ... -1.655 / -1.654 eV

Last column: Mulliken charge in e.
Element x y z (Å)
C1 -0.619 -0.020 1.265  -0.653
C2 1.965 -1.160 -0.226  0.158
C3 -1.531 -0.273 0.090  -0.682
C4 -0.623 0.919 0.158  1.163
F1 2.760 -0.724 -1.229  -0.150
F2 2.451 -0.732 0.837  -0.034
F3 0.509 1.053 -0.548  -0.231
F4 -1.138 2.209 0.272  -0.245
H1 -1.297 -1.281 -0.364  0.281
H2 -2.478 0.010 -0.254  0.392

=====

Going by the computed energies, the most stable comes first: w), x), y).

=====

w) This record from the OMol25 dataset describes a single C3H8N2OS molecule. The level of theory is the ωB97M-V functional and the def2-TZVPD basis.

Summary:
Gap between HOMO and LUMO ... 0.3688 hartree
M ... 120.2 g mol⁻¹
Highest occupied orbital energy ... -9.216 eV
Net charge ... 0
LUMO ... 0.819 eV

Last column: Mulliken charge in e.
Element x y z (Å)
C1 -0.019 0.972 -0.401  -0.901
C2 0.131 -0.551 -0.565  0.538
C3 0.449 -1.211 0.740  -1.196
N1 -1.197 1.205 0.354  -0.366
N2 -1.194 -1.006 -1.076  -0.590
O1 -3.082 -0.428 0.890  -0.505
S1 -2.489 0.222 -0.271  0.497
H1 0.959 1.455 -0.110  0.294
H2 -0.167 1.323 -1.432  0.336
H3 0.943 -0.795 -1.333  0.391
H4 1.409 -1.725 0.788  0.294
H5 -0.290 -1.867 1.037  0.383
H6 0.350 -0.325 1.453  0.192
H7 -1.077 1.073 1.382  0.392
H8 -1.231 -1.226 -2.005  0.242

=====

x) This record from the OMol25 dataset describes a single C3H8N2OS molecule. The level of theory is the ωB97M-V functional and the def2-TZVPD basis.

Summary:
Gap between HOMO and LUMO ... 0.3553 hartree
M ... 120.2 g mol⁻¹
Highest occupied orbital energy ... -8.815 eV
Net charge ... 0
LUMO ... 0.854 eV

Last column: Mulliken charge in e.
Element x y z (Å)
C1 -0.049 -1.398 1.141  -0.266
C2 -0.311 0.351 -0.207  0.669
C3 -1.022 0.740 -1.434  -1.301
N1 1.241 -1.064 0.718  -0.379
N2 1.041 -0.049 -0.333  -0.390
O1 -1.007 -0.531 0.531  -0.371
S1 -0.037 2.061 0.862  -0.277
H1 -0.328 -2.455 0.994  0.213
H2 -0.136 -1.193 2.213  0.268
H3 -2.085 1.147 -1.364  0.316
H4 -1.023 -0.032 -2.172  0.363
H5 -0.464 1.639 -1.737  0.391
H6 1.919 -0.607 1.445  0.328
H7 1.054 -0.467 -1.251  0.297
H8 1.207 1.858 0.595  0.138

=====

y) This record from the OMol25 dataset describes a single C3H8N2OS molecule. The level of theory is the ωB97M-V functional and the def2-TZVPD basis.

Summary:
Gap between HOMO and LUMO ... 0.3564 hartree
M ... 120.2 g mol⁻¹
Highest occupied orbital energy ... -9.032 eV
Net charge ... 0
LUMO ... 0.665 eV

Last column: Mulliken charge in e.
Element x y z (Å)
N1 -0.606 0.667 1.746  -0.718
C1 -0.448 0.441 0.258  0.496
C2 0.744 1.278 -0.174  -0.955
S1 0.962 1.011 -1.956  -0.263
C3 -0.364 -1.156 0.217  0.241
N2 -0.790 -1.672 -0.955  -0.332
O1 0.317 -1.724 1.040  -0.591
H1 0.233 1.080 2.131  0.248
H2 1.858 -0.006 -1.937  0.124
H3 -0.758 -0.202 2.226  0.254
H4 -1.449 0.840 -0.070  0.219
H5 1.755 1.130 0.222  0.402
H6 0.360 2.288 -0.008  0.428
H7 -1.523 -1.439 -1.595  0.209
H8 -0.294 -2.536 -1.145  0.237

=====

Going by the computed energies, the most stable comes first: y), w), x).

=====

w) This record from the OMol25 dataset describes 2 unconnected molecules or ions with the total composition C3H8N2OS. The level of theory is the ωB97M-V functional and the def2-TZVPD basis.

Summary:
Gap between HOMO and LUMO ... 0.3358 hartree
M ... 120.2 g mol⁻¹
Highest occupied orbital energy ... -8.695 eV
Net charge ... 0
LUMO ... 0.443 eV

Last column: Mulliken charge in e.
Element x y z (Å)
C1 -2.728 -1.418 -1.124  -0.032
C2 1.712 2.258 1.157  -0.205
C3 1.057 -1.052 -0.087  -0.764
N1 -0.701 0.608 1.377  -0.664
N2 1.552 1.520 0.164  -0.342
O1 -1.658 -1.527 -1.729  -0.437
S1 0.157 0.570 0.224  0.354
H1 -2.692 -0.722 -0.249  0.199
H2 -3.652 -2.012 -1.313  0.252
H3 2.682 2.777 1.322  0.251
H4 0.952 2.482 1.992  0.281
H5 2.068 -0.894 -0.425  0.357
H6 1.144 -1.770 0.805  0.303
H7 0.524 -1.542 -0.906  0.260
H8 -0.417 0.722 -1.207  0.184

=====

x) This record from the OMol25 dataset describes a single C3H8N2OS molecule. The level of theory is the ωB97M-V functional and the def2-TZVPD basis.

Summary:
Gap between HOMO and LUMO ... 0.3416 hartree
M ... 120.2 g mol⁻¹
Highest occupied orbital energy ... -8.522 eV
Net charge ... 0
LUMO ... 0.773 eV

Last column: Mulliken charge in e.
Element x y z (Å)
C1 -0.559 1.990 0.234  -0.687
C2 0.995 -1.108 0.759  0.094
C3 0.165 -0.682 -2.492  -0.605
H1 -1.437 2.532 -0.113  0.319
H2 0.051 2.678 0.885  0.272
H3 0.078 1.742 -0.613  0.234
H4 0.432 -0.261 2.550  0.243
H5 1.583 -1.868 1.326  0.322
H6 -0.234 0.051 -3.239  0.261
H7 -0.543 -1.462 -2.291  0.275
H8 1.041 -1.116 -2.975  0.267
N1 0.295 -0.200 1.547  -0.287
N2 1.134 -1.206 -0.506  -0.598
O1 0.510 -0.156 -1.231  -0.062
S1 -1.166 0.475 1.001  -0.047

=====

y) This record from the OMol25 dataset describes 2 unconnected molecules or ions with the total composition C3H8N2OS. The level of theory is the ωB97M-V functional and the def2-TZVPD basis.

Summary:
Gap between HOMO and LUMO ... 0.3341 hartree
M ... 120.2 g mol⁻¹
Highest occupied orbital energy ... -8.475 eV
Net charge ... 0
LUMO ... 0.617 eV

Last column: Mulliken charge in e.
Element x y z (Å)
C1 0.586 -2.294 -1.707  -0.311
C2 0.800 2.758 -0.372  -0.016
C3 -1.022 1.799 1.217  -0.404
N1 0.402 -1.297 -0.867  0.246
N2 -0.027 -1.120 0.330  -0.720
O1 -0.400 2.728 0.257  -0.305
S1 1.209 3.869 -1.465  -0.286
H1 0.567 -3.245 -1.237  0.213
H2 1.010 -2.131 -2.627  0.271
H3 1.497 1.902 -0.195  0.298
H4 -0.439 0.923 1.206  0.294
H5 -2.069 1.864 1.001  0.182
H6 -0.857 2.402 2.147  0.236
H7 0.420 -0.347 -1.219  0.174
H8 -0.056 -1.968 0.858  0.129

=====

z) This record from the OMol25 dataset describes a single C3H8N2OS molecule. The level of theory is the ωB97M-V functional and the def2-TZVPD basis.

Summary:
Gap between HOMO and LUMO ... 0.3443 hartree
M ... 120.2 g mol⁻¹
Highest occupied orbital energy ... -8.569 eV
Net charge ... 0
LUMO ... 0.798 eV

Last column: Mulliken charge in e.
Element x y z (Å)
C1 -0.598 2.049 -0.345  -1.203
C2 0.228 1.056 0.521  -0.465
C3 -0.004 -0.357 0.103  0.577
H1 -0.431 3.048 -0.021  0.354
H2 -0.417 1.974 -1.398  0.347
H3 -1.595 1.789 -0.181  0.366
H4 1.296 1.321 0.571  0.314
H5 -0.166 1.224 1.552  0.244
H6 1.588 -0.250 -1.298  0.299
H7 1.707 -2.667 -0.546  0.329
H8 -2.294 -2.790 0.913  0.155
N1 0.986 -0.940 -0.745  -0.339
N2 -0.992 -0.967 0.568  -0.432
O1 1.779 -1.840 -0.049  -0.385
S1 -1.088 -2.649 0.355  -0.163

=====

Going by the computed energies, the most stable comes first: z), x), y), w).